[1]
C21H27AsKN3O4S2 | ωB97M-V/def2-TZVPD

## Properties
ΔE to the lowest compared entry with this formula, charge and spin ... 0.593 eV

Each line ends with the Mulliken charge.
Positions of all 59 atoms, in Å:
K -1.42 -0.92 -0.02  1.086
C -5.33 -3.52 0.13  -1.399
C -4.46 -2.34 -0.26  0.749
O -3.32 -2.31 0.21  -0.507
C -5.00 -1.35 -1.16  0.220
C -6.38 -1.38 -1.46  -0.399
C -6.97 -0.47 -2.29  -0.812
C -6.18 0.54 -2.87  -0.319
C -4.84 0.60 -2.62  -0.523
C -4.16 -0.33 -1.76  0.276
O -2.92 -0.23 -1.59  -0.826
H -4.72 -4.21 0.71  0.308
H -5.73 -4.03 -0.74  0.391
H -6.18 -3.20 0.74  0.373
H -6.99 -2.15 -1.02  0.264
H -8.04 -0.51 -2.49  0.367
H -6.64 1.27 -3.53  0.369
H -4.23 1.37 -3.07  0.305
O 7.11 1.10 2.09  -0.518
C 6.73 0.36 0.94  -0.532
N 5.98 1.20 0.06  -0.170
C 4.63 1.44 0.12  -0.018
O 4.12 2.26 -0.63  -0.683
C 3.82 0.59 1.04  0.401
C 3.92 0.66 2.42  -0.020
C 3.10 -0.14 3.18  -0.972
C 2.21 -0.99 2.53  0.087
N 2.09 -1.05 1.21  -0.094
C 2.86 -0.26 0.49  -0.473
H 7.64 0.53 2.66  0.310
H 6.11 -0.50 1.21  0.418
H 7.62 0.01 0.41  0.350
H 6.48 1.87 -0.51  0.313
H 4.64 1.32 2.89  0.517
H 3.13 -0.12 4.26  0.402
H 1.56 -1.65 3.10  0.313
H 2.72 -0.30 -0.59  0.328
S -1.24 -4.85 3.37  -0.163
C 0.27 -5.03 2.57  -0.160
C 0.46 -3.98 1.73  -0.884
N -0.53 -3.04 1.72  0.292
C -1.48 -3.38 2.54  -0.238
H 0.91 -5.87 2.74  0.437
H 1.32 -3.82 1.11  0.425
H -2.39 -2.81 2.65  0.360
C 1.58 4.80 -0.65  -1.006
As 0.61 3.19 -1.12  0.574
C -1.03 3.78 -1.95  -0.975
C 1.61 2.38 -2.57  -0.837
S 0.26 1.93 0.49  -0.545
H 1.74 5.42 -1.54  0.378
H 2.54 4.48 -0.24  0.265
H 1.02 5.35 0.10  0.345
H -0.82 4.48 -2.76  0.380
H -1.64 4.26 -1.19  0.344
H -1.55 2.91 -2.33  0.255
H 1.68 3.07 -3.41  0.427
H 1.10 1.47 -2.89  0.303
H 2.60 2.14 -2.20  0.140

---

[2]
C21H27BCaCl3F9KMgNO21S2 | ωB97M-V/def2-TZVPD

## Properties
Net charge ... +2

Each line ends with the Mulliken charge.
Positions of all 88 atoms, in Å:
C -2.42 1.03 0.15  -1.037
C -1.04 0.48 -0.15  0.673
O -0.58 0.88 -1.46  -0.018
N 0.76 0.49 -1.52  -0.257
S 1.12 -0.73 -2.73  -0.157
S 1.75 1.87 -1.62  1.086
O 1.12 2.98 -2.18  -0.546
O 2.24 2.08 -0.32  -0.353
F 2.93 1.46 -2.48  -0.202
H -3.15 0.24 0.13  0.280
H -2.69 1.82 -0.53  0.203
H -2.41 1.42 1.17  0.343
H -0.32 0.87 0.56  0.366
H -1.00 -0.61 -0.16  -0.497
H -0.04 -1.13 -3.27  0.170
K -0.58 -2.51 0.25  0.989
C -7.77 -4.57 0.26  -1.042
C -6.43 -4.66 -0.50  1.160
C -5.12 -4.56 0.28  0.129
F -5.00 -3.37 0.91  -0.224
F -4.11 -4.67 -0.60  -0.231
F -6.49 -3.74 -1.51  -0.281
F -6.44 -5.88 -1.08  -0.298
O -8.42 -3.26 0.24  -0.229
C -8.04 -2.27 1.23  0.523
C -7.40 -1.02 0.60  0.270
F -6.31 -1.37 -0.11  -0.212
F -7.04 -0.20 1.58  -0.220
F -7.27 -2.85 2.14  -0.218
F -9.18 -1.91 1.83  -0.252
H -8.46 -5.23 -0.29  0.409
H -7.72 -4.98 1.26  0.430
H -5.03 -5.36 1.02  0.330
H -8.11 -0.51 -0.06  0.277
C 2.46 0.20 3.24  1.728
Cl 1.01 1.14 3.37  -0.068
Cl 2.88 -0.58 4.87  -0.250
Cl 2.31 -1.10 2.06  -0.106
H 3.29 0.86 2.96  -1.129
O 5.92 -1.38 5.99  -0.625
H 4.98 -1.48 5.84  0.393
Ca -9.67 -3.48 -1.52  1.367
B 4.93 4.76 0.46  1.064
O 4.79 4.66 -0.99  -0.385
C 5.55 5.61 -1.56  0.558
O 5.65 5.79 -2.73  -0.567
C 6.26 6.38 -0.44  0.474
O 7.01 7.29 -0.57  -0.535
O 5.87 5.85 0.73  -0.544
O 3.62 5.00 1.13  -0.506
C 3.38 4.01 1.95  0.603
O 2.42 3.86 2.65  -0.646
C 4.57 3.03 1.88  0.625
O 4.63 2.00 2.52  -0.748
O 5.44 3.46 1.04  -0.376
C -2.24 5.49 -3.77  -1.445
C -3.10 4.39 -3.20  0.403
C -2.39 3.07 -3.03  -0.028
O -3.46 2.12 -3.17  -0.224
C -4.42 2.70 -3.94  0.545
O -5.35 2.12 -4.39  -0.574
O -4.16 4.02 -4.11  -0.342
H -1.35 5.64 -3.16  0.375
H -1.95 5.26 -4.79  0.370
H -2.80 6.43 -3.80  0.371
H -3.56 4.71 -2.26  0.248
H -1.92 2.96 -2.06  0.071
H -1.65 2.88 -3.81  0.166
C 1.87 -5.16 4.58  -0.607
C 0.89 -5.76 3.54  0.593
O 0.23 -4.94 2.84  -0.661
O 0.86 -7.00 3.52  -0.561
H 1.85 -4.07 4.55  0.043
H 1.60 -5.49 5.58  0.282
H 2.88 -5.50 4.37  0.280
Mg 5.02 0.30 5.36  1.027
C 4.64 -0.11 -0.62  -0.319
O 5.99 -0.53 -0.58  -0.298
C 6.21 -1.68 -1.23  0.649
O 5.37 -2.33 -1.80  -0.566
O 7.50 -1.97 -1.12  -0.347
C 7.89 -3.19 -1.78  -0.638
H 4.56 0.82 -0.07  0.134
H 4.33 0.06 -1.65  0.331
H 4.00 -0.85 -0.15  0.208
H 7.70 -3.12 -2.85  0.295
H 7.37 -4.04 -1.35  0.296
H 8.96 -3.30 -1.61  0.235

---

[3]
C21H27BNO3 | ωB97M-V/def2-TZVPD

## Properties
Net charge ... +1
ΔE to the lowest compared entry with this formula, charge and spin ... 0.000 eV

Each line ends with the Mulliken charge.
Positions of all 53 atoms, in Å:
C -0.55 -2.98 5.04  -1.262
C -0.55 -1.65 4.46  0.425
C -0.57 -0.40 5.01  -0.611
C -0.63 0.52 3.92  -0.926
C -0.67 -0.22 2.75  0.215
B -1.05 0.17 1.23  0.538
O -0.45 -0.65 0.24  -0.124
C -1.12 -1.91 0.14  -0.135
C -2.59 -1.73 0.50  -0.772
N -2.71 -0.39 1.17  0.327
C -3.56 -0.43 2.38  -1.096
C -3.23 0.70 0.30  0.116
C -2.51 1.95 0.78  -0.676
O -1.12 1.59 0.98  -0.532
O -0.59 -1.55 3.10  -0.293
H -0.63 -2.87 6.13  0.351
H -1.40 -3.59 4.70  0.278
H 0.39 -3.51 4.82  0.270
H -0.56 -0.16 6.07  0.442
H -0.64 1.60 3.98  0.548
H -1.00 -2.28 -0.88  0.064
H -0.65 -2.63 0.83  0.588
H -3.23 -1.76 -0.39  0.303
H -2.91 -2.51 1.20  0.375
H -4.61 -0.55 2.06  0.342
H -3.29 -1.29 3.00  0.335
H -3.46 0.51 2.94  0.352
H -2.94 0.46 -0.73  -0.681
H -4.32 0.78 0.33  0.445
H -2.54 2.75 0.03  0.483
H -2.96 2.31 1.72  0.318
C -1.27 1.64 -2.31  -0.887
C -2.77 1.78 -2.77  -0.972
C -3.16 0.36 -3.06  -0.498
C -2.12 -0.52 -2.82  -0.863
C -0.96 0.17 -2.35  1.630
C 0.37 -0.31 -2.61  0.794
C 0.58 -1.64 -3.05  -0.256
C 1.82 -2.02 -3.57  -0.989
C 2.87 -1.10 -3.66  -0.322
C 2.69 0.20 -3.18  -0.937
C 1.47 0.59 -2.64  -0.331
H -0.63 2.19 -3.03  0.636
H -1.09 2.06 -1.31  0.338
H -3.40 2.24 -1.99  0.332
H -2.81 2.44 -3.65  0.408
H -4.14 0.10 -3.47  0.463
H -2.15 -1.59 -3.02  0.488
H -0.24 -2.35 -3.05  0.221
H 1.95 -3.05 -3.92  0.416
H 3.82 -1.40 -4.10  0.416
H 3.50 0.93 -3.24  0.413
H 1.33 1.61 -2.28  0.495

---

[4]
C21H27Cl49N5 | ωB97M-V/def2-TZVPD

## Properties
Net charge ... +1

Each line ends with the Mulliken charge.
Positions of all 102 atoms, in Å:
N 1.47 -0.01 2.79  -0.321
C 1.12 1.25 2.30  0.338
N 1.79 2.16 1.61  -0.480
C 0.90 3.13 1.37  -0.157
N 1.15 4.24 0.63  -0.084
N -0.30 2.84 1.90  0.516
C -1.53 3.63 1.81  -0.334
C -2.71 3.06 2.59  -1.204
C -3.55 2.03 1.83  -0.391
Cl -2.56 0.92 0.85  -0.198
N -0.14 1.65 2.50  -0.078
H 2.28 0.01 3.39  0.159
H 1.61 -0.63 2.00  0.288
H 1.21 5.16 1.02  0.191
H 1.29 4.12 -0.36  0.092
H -1.29 4.60 2.25  0.427
H -1.78 3.82 0.77  0.349
H -3.37 3.90 2.78  0.447
H -2.38 2.71 3.57  0.401
H -4.11 1.42 2.53  0.456
H -4.26 2.52 1.18  0.309
H -0.85 1.13 2.99  0.267
C 3.78 4.25 4.19  0.584
Cl 2.78 5.53 3.51  -0.148
Cl 5.32 4.18 3.32  -0.125
Cl 4.04 4.48 5.91  -0.105
H 3.27 3.30 4.04  -0.208
C 6.46 0.66 3.91  0.336
Cl 7.16 -0.54 2.84  -0.079
Cl 4.87 0.14 4.49  -0.134
Cl 7.53 1.00 5.26  -0.109
H 6.32 1.57 3.34  -0.005
C 4.45 -3.93 3.62  -0.161
Cl 3.48 -2.60 2.95  -0.041
Cl 5.98 -4.07 2.79  0.055
Cl 4.69 -3.69 5.35  -0.147
H 3.89 -4.85 3.47  0.315
C -2.53 1.90 -2.57  0.777
Cl -3.71 1.22 -3.69  -0.089
Cl -0.88 1.42 -3.02  -0.131
Cl -2.69 3.65 -2.50  -0.117
H -2.73 1.50 -1.59  -0.494
C -6.08 3.83 -5.85  0.433
Cl -4.83 4.25 -7.02  -0.135
Cl -6.35 5.16 -4.73  -0.106
Cl -7.57 3.38 -6.65  -0.036
H -5.73 2.98 -5.29  -0.175
C 5.67 -4.06 -1.74  -0.161
Cl 5.85 -5.80 -1.95  -0.072
Cl 4.93 -3.70 -0.18  -0.052
Cl 7.23 -3.24 -1.88  -0.109
H 5.03 -3.69 -2.52  0.381
C 0.37 6.17 -3.60  -0.069
Cl 0.37 4.42 -3.39  0.025
Cl -1.13 6.70 -4.36  -0.089
Cl 0.62 7.02 -2.07  -0.144
H 1.19 6.43 -4.26  0.295
C 9.22 -7.21 0.18  0.144
Cl 8.65 -8.09 -1.24  -0.127
Cl 10.83 -6.55 -0.10  -0.131
Cl 8.09 -5.93 0.62  0.014
H 9.28 -7.91 1.00  0.101
C -6.75 0.03 -1.84  -0.056
Cl -6.17 0.81 -0.36  -0.151
Cl -8.11 -1.04 -1.51  -0.108
Cl -7.20 1.22 -3.06  0.052
H -5.93 -0.57 -2.23  0.306
C -10.57 4.64 -9.13  0.350
Cl -9.47 6.00 -9.30  -0.122
Cl -12.17 5.18 -8.60  -0.124
Cl -10.69 3.72 -10.63  -0.125
H -10.17 3.99 -8.36  0.017
C -7.80 -0.96 -7.05  -0.082
Cl -8.73 0.37 -7.77  -0.082
Cl -6.11 -0.88 -7.53  -0.122
Cl -7.94 -0.96 -5.29  -0.074
H -8.22 -1.89 -7.42  0.360
C 4.00 -6.67 7.71  0.422
Cl 4.70 -7.88 6.63  -0.096
Cl 2.40 -7.17 8.25  -0.126
Cl 5.06 -6.35 9.08  -0.122
H 3.90 -5.75 7.14  -0.069
C 8.49 -7.41 4.64  -0.068
Cl 7.86 -8.27 3.24  -0.141
Cl 10.12 -6.82 4.33  -0.115
Cl 7.42 -6.08 5.09  -0.024
H 8.54 -8.10 5.47  0.354
C 1.89 -10.77 7.68  0.218
Cl 2.64 -11.93 6.59  -0.129
Cl 0.27 -11.31 8.16  -0.128
Cl 2.90 -10.48 9.09  -0.106
H 1.78 -9.83 7.15  0.138
C -9.68 5.37 -1.57  -0.080
Cl -8.57 6.70 -1.23  -0.128
Cl -10.82 5.81 -2.84  -0.105
Cl -8.79 3.91 -2.00  -0.016
H -10.24 5.16 -0.67  0.318
C 2.35 3.11 -7.04  0.013
Cl 1.69 4.74 -6.81  -0.113
Cl 2.76 2.39 -5.48  -0.114
Cl 1.22 2.10 -7.92  -0.108
H 3.25 3.20 -7.62  0.330

---

E_LUMO list, top to bottom, in Eh: 0.0103 -0.3547 -0.2004 -0.1013